Here is C22H21F3N3ReS3 as an isolated structure from the Open Molecules 2025 dataset. Energies are from wB97M-V/def2-TZVPD.

```
53
Properties=species:S:1:pos:R:3:mulliken_spin:R:1
Re -0.39685 0.62060 0.31102 0.779
C -1.68435 -1.11977 -1.97123 -0.031
N -0.63518 -0.07581 -1.80692 0.026
C 0.68709 -0.63042 -2.19852 0.003
C 1.19888 -1.56385 -1.11461 -0.016
N 1.30556 -0.88017 0.21629 0.021
C 1.22697 -1.90847 1.28219 0.006
C 2.59974 -0.16706 0.25841 0.036
C 3.77738 -0.85036 0.53306 -0.011
C 4.99537 -0.19080 0.49908 0.027
C 5.04785 1.15752 0.17753 -0.014
C 3.88073 1.84494 -0.09737 0.032
C 2.64968 1.19259 -0.05695 -0.022
S 1.18808 2.13555 -0.35074 0.193
C -1.05436 1.07752 -2.61107 0.013
C -0.78362 1.17960 -3.96271 0.007
C -1.27218 2.26664 -4.67775 -0.008
C -2.04572 3.22908 -4.04825 0.003
C -2.33947 3.11521 -2.69754 -0.006
C -1.83830 2.04382 -1.97395 -0.007
S -2.17882 1.83343 -0.24627 -0.111
H -1.72381 -1.45071 -3.01101 -0.006
H -2.64820 -0.69570 -1.69633 0.005
H -1.46763 -1.97314 -1.33105 0.008
H 1.37287 0.20234 -2.34975 0.005
H 0.60396 -1.18932 -3.13431 -0.004
H 2.18272 -1.93902 -1.40296 0.001
H 0.54444 -2.42772 -0.99674 0.001
H 1.93347 -2.72103 1.11326 0.001
H 0.22379 -2.32894 1.29337 0.002
H 1.43111 -1.43883 2.24225 0.000
H 3.76484 -1.90310 0.77629 0.001
H 5.90229 -0.73390 0.72538 0.001
H 5.99646 1.67546 0.15093 0.000
H 3.90617 2.90113 -0.33071 0.002
H -0.19071 0.43060 -4.47110 -0.001
H -1.04761 2.35686 -5.73146 0.000
H -2.42015 4.07409 -4.60913 0.000
H -2.94229 3.86227 -2.19871 0.000
F -2.29478 -0.45463 6.30799 0.000
C -1.54601 0.04641 5.31965 -0.003
F -0.26303 -0.23627 5.59769 0.000
F -1.67897 1.37794 5.34016 0.001
C -1.94635 -0.53047 3.98639 0.010
C -2.90903 -1.51576 3.88626 -0.001
C -3.23850 -2.03135 2.63572 0.002
C -2.57790 -1.55323 1.52640 -0.002
N -1.63159 -0.61244 1.61813 0.014
C -1.32185 -0.08037 2.82064 0.015
S -0.13475 1.16781 2.61815 0.025
H -3.40734 -1.87373 4.77637 -0.001
H -3.99820 -2.79045 2.52899 0.000
H -2.80193 -1.92461 0.53553 0.003
```

DFT total energy   -70410.0447 eV
2S+1   2
Expectation value of S²   0.839
Charge   +1